{
  "formula": "C9H6Br2O",
  "method": "wB97M-V/def2-TZVPD",
  "elements": ["C", "C", "C", "C", "C", "C", "C", "C", "C", "O", "Br", "Br", "H", "H", "H", "H", "H", "H"],
  "xyz": [[-2.3771, 0.3648, 0.3293], [-2.3338, -1.0268, 0.4466], [-1.2585, 1.0583, -0.1028], [-1.2094, -1.7249, 0.0983], [-0.1143, 0.3853, -0.4832], [-0.0656, -1.0541, -0.4369], [2.2357, 0.7577, 0.2086], [2.7725, -0.3799, 0.4289], [1.1610, 1.0728, -0.8291], [0.9589, -1.6714, -0.8283], [2.7572, 2.3284, 1.2692], [3.8319, -1.6332, 1.1082], [-3.2779, 0.8949, 0.5986], [-3.1952, -1.5548, 0.8294], [-1.2854, 2.1392, -0.1429], [-1.1587, -2.8012, 0.1740], [1.5413, 0.6944, -1.7810], [1.0173, 2.1506, -0.8869]],
  "forces_ev_per_angstrom": [[0.054, 0.113, 0.033], [-0.041, 0.056, -0.047], [-0.367, 0.038, 0.179], [0.442, -0.009, -0.153], [0.369, -0.472, -0.026], [-1.361, 1.059, 0.533], [0.350, 0.824, 0.527], [-0.966, -0.923, -0.486], [-0.576, -0.272, -0.483], [2.287, 0.147, 0.271], [-0.076, -0.842, -0.391], [-0.138, 0.246, -0.067], [-0.043, 0.087, 0.032], [-0.091, -0.054, -0.017], [0.033, 0.090, -0.017], [-0.016, -0.087, 0.022], [0.037, 0.082, 0.059], [0.104, -0.083, 0.029]],
  "lumo_ev": [-2.41, -2.41],
  "homo_ev": [-7.46, -7.46],
  "molar_mass_g_mol": 289.95,
  "relative_energy_kj_mol": 321.9
}